ORCA calculation (ωB97M-V/def2-TZVPD) on a cluster of 12 separate species, C31H60BCl22FO6 in total.

Each line ends with the Mulliken charge.
Element x y z (Å)
C  0.137  -1.301  1.547  -0.8225
C  -1.411  -1.585  0.991  0.6351
O  -1.532  -3.045  0.827  -0.4388
C  -1.678  -0.925  -0.509  -0.4292
O  -2.958  -1.343  -1.104  -0.4029
C  -4.072  -0.468  -0.706  -0.1965
O  -4.051  0.960  -1.166  -0.2266
C  -5.014  1.700  -0.286  0.3199
O  -5.834  2.716  -0.602  -0.6089
C  -4.798  1.008  1.200  -0.3062
B  -3.472  1.802  1.759  0.5692
O  -3.464  2.183  3.212  -0.5626
O  -2.298  2.225  0.971  -0.3886
C  -4.710  -0.581  0.806  0.6438
C  -6.327  -1.005  0.820  -0.7856
C  -6.646  -2.206  1.935  -0.4047
F  -6.255  -1.844  3.317  -0.3272
H  0.347  -2.100  2.399  0.3114
H  0.066  -0.256  2.119  0.2508
H  0.940  -1.305  0.692  0.0764
H  -2.123  -1.133  1.825  -0.0462
H  -1.539  -3.312  -0.143  0.3169
H  -1.528  0.240  -0.539  0.1075
H  -0.819  -1.375  -1.205  0.3437
H  -4.952  -0.885  -1.396  0.2602
H  -5.589  1.230  2.050  0.3441
H  -2.496  2.081  3.521  0.2503
H  -1.538  2.486  1.589  0.1635
H  -4.278  -1.360  1.564  0.1507
H  -7.028  -0.073  1.059  0.3407
H  -6.697  -1.430  -0.208  0.2338
H  -6.057  -3.186  1.622  0.2979
H  -7.812  -2.414  1.822  0.3423
Cl  3.133  -0.240  1.342  -0.2343
C  3.748  0.374  -0.213  0.5107
C  3.244  1.776  -0.517  -0.5893
Cl  1.496  1.801  -0.862  -0.0562
H  3.463  -0.336  -0.996  0.3696
H  4.840  0.380  -0.141  -0.6361
H  3.747  2.168  -1.406  0.3008
H  3.436  2.462  0.313  0.4221
Cl  -8.507  0.745  -5.510  -0.1967
C  -8.836  1.944  -4.234  -0.4831
C  -7.806  1.891  -3.117  -0.3938
Cl  -7.932  0.396  -2.157  -0.1696
H  -9.849  1.769  -3.858  0.3241
H  -8.816  2.928  -4.713  0.3388
H  -7.964  2.725  -2.427  0.2875
H  -6.786  1.959  -3.506  0.2889
Cl  0.541  3.753  -4.891  -0.1887
C  -0.140  2.172  -5.350  -0.2920
C  0.222  1.081  -4.355  -0.1855
Cl  1.957  0.678  -4.400  -0.1986
H  0.210  1.931  -6.358  0.1016
H  -1.227  2.295  -5.387  0.4098
H  -0.321  0.163  -4.596  0.3193
H  -0.033  1.368  -3.331  0.0484
Cl  2.362  6.148  2.088  -0.1993
C  1.784  6.550  0.451  -0.4494
C  1.910  5.376  -0.507  -0.3437
Cl  3.610  4.993  -0.880  -0.0660
H  2.344  7.421  0.098  0.3307
H  0.733  6.838  0.549  0.3366
H  1.425  5.618  -1.457  0.2620
H  1.440  4.474  -0.104  0.1342
Cl  -3.099  -4.787  3.038  -0.1762
C  -4.519  -4.644  4.104  -0.1742
C  -4.852  -5.955  4.797  0.0627
Cl  -5.463  -7.181  3.657  -0.3063
H  -5.359  -4.280  3.504  0.0216
H  -4.278  -3.880  4.850  0.2875
H  -5.639  -5.794  5.539  0.3367
H  -3.981  -6.373  5.310  -0.2296
Cl  -0.426  2.266  -8.475  -0.1899
C  -1.038  3.512  -9.590  -0.4561
C  -2.181  4.312  -8.985  -0.4590
Cl  -3.659  3.336  -8.795  -0.1767
H  -1.339  3.018  -10.519  0.3473
H  -0.198  4.176  -9.815  0.2839
H  -2.437  5.149  -9.642  0.3258
H  -1.914  4.719  -8.005  0.3043
Cl  -5.022  -4.609  8.061  -0.1709
C  -3.760  -5.580  8.860  -0.5004
C  -2.421  -5.480  8.146  -0.4197
Cl  -2.446  -6.282  6.555  -0.1517
H  -4.111  -6.615  8.916  0.3052
H  -3.665  -5.197  9.880  0.3534
H  -1.646  -5.977  8.737  0.3293
H  -2.120  -4.439  7.996  0.3194
Cl  7.122  0.910  -0.641  -0.1311
C  7.923  -0.352  0.328  -0.5212
C  9.130  0.183  1.081  -0.4508
Cl  10.471  0.608  -0.013  -0.1723
H  8.196  -1.173  -0.342  0.3404
H  7.178  -0.726  1.038  0.2756
H  9.511  -0.582  1.764  0.3378
H  8.878  1.070  1.670  0.2752
Cl  7.872  4.543  0.795  -0.1801
C  8.268  5.464  -0.678  -0.4263
C  7.101  5.518  -1.651  -0.2997
Cl  6.761  3.929  -2.381  -0.1567
H  9.154  5.012  -1.134  0.2699
H  8.530  6.476  -0.356  0.3223
H  7.335  6.200  -2.474  0.3125
H  6.187  5.872  -1.166  0.1636
Cl  13.996  1.691  2.444  -0.1818
C  14.611  2.305  0.889  -0.4198
C  14.106  3.707  0.585  -0.5070
Cl  12.359  3.733  0.241  -0.1153
H  14.326  1.596  0.106  0.3043
H  15.703  2.311  0.962  0.3232
H  14.610  4.099  -0.304  0.2842
H  14.299  4.394  1.415  0.3171
Cl  -4.702  -9.414  -0.521  -0.1998
C  -4.485  -9.696  1.224  0.0834
C  -3.040  -10.010  1.579  -0.3968
Cl  -2.526  -11.599  0.959  -0.1934
H  -5.159  -10.503  1.525  0.3537
H  -4.802  -8.781  1.734  -0.1784
H  -2.924  -10.043  2.667  0.2682
H  -2.354  -9.254  1.186  0.3180

net charge: 0
multiplicity: 1
HOMO: -9.85 eV
E_LUMO: 0.009 eV
orbital gap: 9.864 eV


ORCA calculation (ωB97M-V/def2-TZVPD) on the molecule C3H2O2.

Each line ends with the natural charge from an NBO analysis.
Element x y z (Å)
C  0.435  0.142  0.939  -0.2043
C  -0.118  0.095  2.044  0.1248
C  -0.081  0.449  -0.422  0.4441
O  1.185  0.187  -0.206  -0.3728
O  -0.817  -0.830  -1.032  -0.6908
H  -0.495  1.461  -0.513  0.2242
H  -0.108  -1.504  -0.810  0.4748

net charge: 0
multiplicity: 1
energy relative to the best compared isomer or geometry (same formula, charge and spin): 5.7804 eV
HOMO: -10.56 eV
E_LUMO: -0.851 eV
orbital gap: 9.706 eV


ORCA calculation (ωB97M-V/def2-TZVPD) on a structure of composition C55H50AsEuN2O2P2S.

Each line ends with the Löwdin spin population.
Element x y z (Å)
Eu  0.777  -0.392  0.325  7.0260
O  2.468  0.707  1.770  -0.0098
N  2.231  1.372  2.887  0.0005
C  3.154  2.258  3.372  0.0001
C  3.011  2.957  4.509  0.0000
C  1.822  2.802  5.249  0.0005
C  0.930  1.886  4.784  -0.0003
C  1.081  1.179  3.585  0.0007
S  -0.243  0.152  3.157  -0.0081
H  4.008  2.325  2.724  0.0000
H  3.792  3.603  4.844  0.0000
H  1.654  3.349  6.157  0.0000
H  -0.023  1.828  5.266  -0.0001
C  -1.902  -4.461  -0.296  0.0000
C  -2.041  -3.514  -1.498  -0.0003
P  -1.977  -1.696  -0.976  -0.0005
C  -3.559  -1.574  -0.081  0.0000
C  -4.696  -2.301  -0.489  -0.0001
C  -5.931  -2.058  0.085  0.0000
C  -6.057  -1.049  1.042  0.0000
C  -4.942  -0.356  1.456  0.0001
C  -3.693  -0.617  0.895  0.0005
C  -2.409  -0.993  -2.574  0.0002
C  -1.405  -0.941  -3.549  0.0003
C  -1.685  -0.486  -4.818  0.0001
C  -2.971  -0.041  -5.152  -0.0001
C  -3.972  -0.080  -4.184  0.0000
C  -3.686  -0.528  -2.895  -0.0001
C  -0.427  -4.842  0.000  -0.0008
P  0.576  -3.464  0.842  -0.0011
C  2.276  -4.013  0.482  0.0010
C  3.385  -3.277  0.912  0.0012
C  4.665  -3.751  0.726  0.0001
C  4.886  -4.915  -0.018  0.0001
C  3.836  -5.607  -0.553  0.0001
C  2.544  -5.203  -0.232  0.0000
C  0.464  -3.981  2.606  0.0002
C  1.477  -4.729  3.260  -0.0001
C  1.248  -5.258  4.515  0.0000
C  0.036  -5.119  5.148  0.0000
C  -0.936  -4.279  4.567  0.0000
C  -0.722  -3.703  3.319  0.0002
H  -2.444  -5.417  -0.501  0.0000
H  -2.372  -4.064  0.615  0.0000
H  -2.979  -3.672  -2.033  -0.0001
H  -1.271  -3.697  -2.266  0.0000
H  -4.573  -2.988  -1.324  0.0000
H  -6.767  -2.642  -0.283  0.0000
H  -7.040  -0.779  1.444  0.0000
H  -5.019  0.455  2.181  0.0000
H  -2.805  -0.028  1.155  0.0006
H  -0.402  -1.273  -3.304  0.0003
H  -0.907  -0.374  -5.543  0.0000
H  -3.162  0.313  -6.171  0.0000
H  -4.990  0.246  -4.418  0.0000
H  -4.485  -0.578  -2.166  0.0000
H  0.068  -5.091  -0.928  0.0000
H  -0.396  -5.657  0.688  -0.0001
H  3.305  -2.325  1.456  0.0006
H  5.513  -3.141  1.058  0.0000
H  5.932  -5.187  -0.154  0.0000
H  3.958  -6.459  -1.204  0.0000
H  1.723  -5.785  -0.570  0.0000
H  2.401  -4.936  2.766  0.0000
H  2.099  -5.812  4.933  0.0000
H  -0.076  -5.536  6.119  0.0000
H  -1.854  -4.097  5.100  0.0000
H  -1.474  -3.068  2.878  0.0001
C  3.610  -1.259  -4.347  0.0007
C  3.447  -2.317  -3.459  -0.0001
C  2.868  -2.073  -2.232  0.0008
N  2.401  -0.887  -1.797  -0.0060
C  2.574  0.120  -2.696  0.0007
C  3.141  -0.003  -3.936  0.0000
H  4.090  -1.439  -5.283  0.0000
H  3.829  -3.304  -3.681  0.0000
H  2.847  -2.859  -1.495  0.0002
H  2.248  1.092  -2.348  0.0003
H  3.305  0.842  -4.600  0.0000
O  -0.009  1.675  -0.710  -0.0093
As  0.025  3.366  -0.552  -0.0001
C  1.835  3.949  -0.860  0.0001
C  2.264  4.412  -2.098  0.0000
C  3.564  4.868  -2.315  0.0000
C  4.435  4.820  -1.254  0.0000
C  4.020  4.415  0.008  0.0000
C  2.723  3.960  0.206  0.0001
C  -1.228  4.040  -1.840  -0.0003
C  -1.629  3.201  -2.870  -0.0001
C  -2.657  3.623  -3.666  0.0000
C  -3.240  4.885  -3.492  0.0000
C  -2.866  5.692  -2.423  0.0000
C  -1.867  5.260  -1.541  -0.0001
C  -0.589  3.926  1.231  0.0002
C  -1.233  3.022  2.064  0.0003
C  -1.797  3.439  3.259  0.0000
C  -1.723  4.778  3.581  0.0000
C  -1.068  5.673  2.765  0.0000
C  -0.463  5.252  1.610  0.0000
H  1.564  4.459  -2.929  0.0000
H  3.872  5.197  -3.307  0.0000
H  5.471  5.104  -1.351  0.0000
H  4.752  4.489  0.834  0.0000
H  2.450  3.593  1.186  0.0000
H  -1.215  2.214  -2.957  0.0000
H  -3.036  2.956  -4.436  0.0000
H  -4.024  5.180  -4.219  0.0000
H  -3.326  6.658  -2.273  0.0000
H  -1.633  5.852  -0.635  0.0000
H  -1.357  2.000  1.721  0.0005
H  -2.311  2.707  3.866  0.0000
H  -2.178  5.143  4.487  0.0000
H  -1.002  6.701  3.080  0.0000
H  0.091  5.986  1.006  0.0000

net charge: +1
multiplicity: 8
energy relative to the best compared isomer or geometry (same formula, charge and spin): 0.0000 eV
<S²>: 15.760
HOMO (spin up / spin down): -9.19 / -9.51 eV
E_LUMO (spin up / spin down): -1.728 / -1.719 eV
orbital gap (spin up / spin down): 7.467 / 7.790 eV